The following is a quantum chemistry calculation of C22H58BO28 as an isolated structure at a distorted geometry, from the OMol25 dataset.

XYZ file:
```
109
Properties=species:S:1:pos:R:3:forces:R:3:lowdin_charge:R:1
O -2.116 -0.318 -2.256 3.0 1.1 -0.2 0.117
C -0.989 0.066 -1.865 -6.1 -5.0 -2.8 -0.388
O -0.770 1.091 -1.244 0.1 4.9 2.7 0.325
B 0.543 0.998 -0.659 2.1 0.6 0.6 -0.863
O 1.105 -0.246 -1.164 2.1 2.1 2.6 0.328
C 0.217 -0.743 -1.882 0.2 -3.7 -3.6 -0.415
O 0.398 -1.682 -2.625 -0.7 0.0 0.0 0.122
O 0.583 1.167 0.771 -0.3 -2.0 0.1 0.293
C 0.996 2.384 0.971 -3.1 0.0 3.2 -0.426
O 0.652 3.057 1.880 0.4 0.9 2.5 0.183
C 1.446 2.971 -0.205 5.0 8.3 0.5 -0.477
O 1.335 2.168 -1.095 -0.6 -4.0 -6.6 0.344
O 1.964 4.117 -0.269 -1.2 -2.6 0.2 0.121
O -3.714 -0.861 -0.282 -0.9 -0.4 -2.3 0.013
H -3.219 -0.785 0.471 1.2 0.3 3.8 -0.010
H -2.961 -0.817 -0.891 -0.7 -0.2 -1.0 0.014
O 0.037 2.323 4.356 -1.6 -1.5 1.2 -0.053
H 0.279 2.566 3.475 0.4 0.1 -1.3 -0.038
H -0.806 1.817 4.212 1.1 0.8 0.3 0.087
C 0.296 5.710 3.501 -1.2 1.6 1.7 -0.195
C 1.037 7.065 3.758 -2.5 -0.1 1.3 -0.262
O 2.254 6.763 4.272 1.8 0.4 2.0 -0.050
O -0.278 5.026 4.655 0.8 1.7 -1.0 -0.072
H 1.066 5.135 3.084 1.0 -1.2 -0.8 0.062
H -0.482 5.823 2.775 -0.6 0.2 -0.7 0.102
H 0.642 7.796 4.513 -0.7 -0.7 -1.0 0.134
H 1.197 7.542 2.808 -0.5 0.5 -0.8 0.106
H 2.599 6.283 3.558 2.0 -1.5 -1.2 0.015
H -0.326 4.122 4.341 -0.2 -0.7 0.6 0.002
C -3.078 -3.388 -2.993 0.6 1.7 -1.4 -0.239
C -2.674 -3.389 -4.462 -2.1 -2.5 0.6 -0.226
O -2.411 -4.711 -4.817 -0.1 -1.5 -0.9 -0.071
O -1.909 -3.342 -2.274 1.7 -0.8 2.0 -0.068
H -3.819 -4.121 -2.663 0.7 -0.5 -0.3 0.140
H -3.550 -2.469 -2.831 -1.3 1.7 0.3 0.064
H -1.829 -2.821 -4.770 0.5 1.4 0.3 0.117
H -3.569 -3.202 -5.013 -0.5 1.0 -0.8 0.108
H -1.488 -4.934 -4.734 0.5 -0.2 0.2 0.027
H -1.357 -2.615 -2.612 -0.5 -0.4 0.2 0.043
C 1.626 -0.670 3.141 0.5 -0.2 -2.1 -0.273
C 1.676 -1.586 4.278 -1.5 0.8 1.4 -0.237
O 0.744 -0.968 5.211 1.5 1.1 0.5 -0.092
O 2.393 -1.348 2.138 -0.1 -0.1 0.1 -0.055
H 2.113 0.295 3.370 -0.5 -0.1 0.1 0.119
H 0.576 -0.546 2.786 0.7 0.2 0.4 0.127
H 2.692 -1.751 4.633 0.0 0.2 0.4 0.126
H 1.269 -2.536 3.984 -0.3 -0.5 0.0 0.110
H 1.056 -0.008 5.261 -0.9 -1.7 0.1 0.099
H 2.651 -0.703 1.497 0.3 0.4 -0.8 0.058
C 0.420 -4.129 0.154 -1.4 1.1 1.2 -0.186
C -0.528 -3.322 1.112 1.6 0.2 -0.2 -0.228
O -0.813 -2.080 0.559 -1.3 2.1 -1.0 -0.071
O 0.916 -5.038 1.128 0.9 -1.6 -0.4 -0.093
H 1.205 -3.426 -0.246 -0.8 -0.9 0.1 0.117
H -0.199 -4.655 -0.665 1.4 0.7 1.3 0.141
H 0.067 -3.014 2.005 -0.3 -1.3 -0.1 0.107
H -1.445 -3.866 1.350 0.2 -0.2 0.1 0.129
H -1.447 -1.655 1.154 0.3 0.0 -0.2 0.087
H 1.731 -4.754 1.568 -0.4 0.3 -0.6 0.092
C 4.665 -1.717 -2.150 0.8 -1.9 1.7 -0.268
C 3.342 -2.201 -1.857 -1.7 -2.2 -4.6 -0.254
O 3.229 -3.604 -1.743 0.7 -0.9 0.1 -0.049
O 5.280 -1.426 -0.938 4.4 -1.3 1.2 -0.059
H 4.635 -0.865 -2.672 -0.1 3.2 -2.5 0.086
H 5.246 -2.467 -2.648 0.2 -0.5 -0.9 0.126
H 2.636 -1.864 -2.658 0.4 -0.1 0.6 0.123
H 3.014 -1.938 -0.962 -1.4 2.2 3.8 0.069
H 3.915 -4.024 -2.268 -0.1 -0.1 -0.1 0.081
H 6.207 -1.873 -1.018 -2.5 1.6 0.8 0.142
C 1.365 -5.391 -5.021 0.8 -1.6 1.8 -0.230
C 1.435 -4.047 -4.336 0.9 -0.6 1.7 -0.213
O 0.830 -4.289 -3.042 0.8 -0.4 -1.3 -0.084
O 0.054 -5.876 -5.215 -0.3 2.0 0.9 -0.040
H 1.889 -6.066 -4.274 -0.6 0.6 -0.3 0.135
H 1.944 -5.633 -5.884 0.5 1.0 -1.1 0.103
H 0.957 -3.197 -4.733 -0.9 0.8 -1.3 0.095
H 2.532 -3.728 -4.292 -1.0 -0.6 0.3 0.123
H 0.588 -3.447 -2.642 0.2 -0.1 -0.2 0.014
H 0.129 -6.666 -5.689 -0.1 -1.8 -1.1 0.067
C -2.587 3.483 0.236 1.8 -3.0 0.3 -0.258
C -3.040 2.530 1.345 0.4 1.4 -1.9 -0.231
O -2.571 3.084 2.531 0.1 -0.1 2.1 -0.064
O -2.996 2.956 -0.973 -1.3 0.5 -1.6 -0.039
H -1.509 3.458 0.298 0.7 0.4 0.0 0.106
H -2.860 4.469 0.397 -1.1 1.9 0.1 0.105
H -2.471 1.591 1.126 -0.9 0.4 0.7 0.127
H -4.114 2.459 1.136 -0.1 -0.6 1.0 0.131
H -3.017 3.866 2.915 0.0 -0.8 -0.9 0.119
H -2.358 2.354 -1.352 0.2 -0.1 0.2 0.059
C -6.400 1.084 -1.660 2.2 -0.4 0.2 -0.260
C -6.549 0.324 -2.970 0.5 1.3 -0.3 -0.265
O -5.480 -0.559 -3.222 1.5 0.4 -0.1 -0.075
O -6.171 0.143 -0.641 0.2 0.0 1.1 -0.102
H -7.206 1.737 -1.413 -1.4 -0.1 0.2 0.095
H -5.580 1.870 -1.686 -0.2 -1.1 -0.4 0.122
H -6.683 1.050 -3.756 0.4 0.7 -0.7 0.098
H -7.452 -0.232 -3.099 -0.6 -0.8 0.8 0.107
H -4.592 -0.098 -3.202 -1.6 -0.5 0.1 0.105
H -5.226 -0.174 -0.527 -1.2 0.7 -0.7 0.045
C 4.440 4.078 3.003 0.9 -0.5 -1.8 -0.242
C 3.595 3.061 3.763 3.4 0.4 -0.6 -0.212
O 4.508 2.379 4.621 -0.8 -0.1 1.3 -0.062
O 3.615 4.939 2.268 0.1 1.9 1.1 -0.063
H 5.053 3.537 2.265 0.0 -0.4 0.1 0.116
H 5.256 4.648 3.523 -1.5 -0.3 0.4 0.143
H 3.221 2.348 3.064 -0.8 -0.4 -0.6 0.092
H 2.838 3.627 4.229 -1.0 0.0 1.3 0.113
H 5.207 1.946 4.126 -0.2 0.1 -0.3 0.081
H 3.213 4.572 1.496 -0.4 -0.7 -0.9 0.047
```
Forces are in eV/Å.

Properties
- highest occupied orbital energy (eV) = -6.518
- ΔE to the lowest compared entry with this formula, charge and spin (kJ/mol) = 382.4
- E_tot (Ha) = -3004.58202
- E_LUMO (Eh) = 0.04945
- charge = -1